(1)
ORCA calculation (ωB97M-V/def2-TZVPD) on a molecular structure, C27H41As3ClGaN2O5S2 in a non-equilibrium geometry.

Cartesian coordinates (Å):
C1 -1.4343 2.0832 4.0814
C2 -1.8983 0.3367 -3.9414
C3 1.7989 1.2555 -1.2897
H1 -4.2880 3.0034 -2.2424
C4 2.3516 -2.5577 3.4802
As1 0.1919 0.1905 -0.9132
H2 -2.6580 3.1310 -5.0187
C5 3.3486 -2.8439 2.5488
H3 2.0124 -5.6460 1.2941
H4 0.6689 -3.7718 -2.8760
C6 2.6527 -2.0423 -4.4156
N1 -0.0341 -0.4434 3.1591
O1 -2.0868 1.5808 3.0556
H5 1.9751 -1.6386 -0.6720
C7 0.1812 -2.9142 4.6735
H6 -2.1386 3.5929 7.0525
S1 -2.0476 -1.0583 1.3699
H7 1.6740 2.8853 5.2265
C8 -2.1809 2.5819 5.1685
H8 0.2701 3.7828 7.1455
C9 -0.9692 -1.2301 2.8194
C10 1.1234 -4.4922 2.8647
H9 1.5957 2.3048 -1.5429
H10 3.1537 -1.3587 -5.1017
S2 -1.4007 -2.6007 3.8430
H11 2.4277 0.8049 -2.0433
As2 0.9964 -2.7651 -5.2313
H12 2.3759 2.9410 2.9778
H13 0.5204 -2.0186 5.1511
H14 0.4984 -2.1244 0.1501
H15 -0.1236 -3.6996 5.3844
C11 0.5964 2.8146 5.2301
H16 1.5392 0.4252 -4.4303
C12 -4.0758 2.0175 -2.6451
H17 -1.0252 3.5528 -4.4744
C13 0.6573 -4.1361 -3.8866
C14 -0.1063 -0.8827 -2.5581
C15 1.1624 -1.2932 -0.0464
H18 3.2801 -2.9235 -4.2798
H19 0.8056 -1.4608 -2.6691
C16 -0.1575 3.2996 6.2907
H20 -3.2614 2.4870 5.1682
C17 1.6047 2.6982 2.2547
C18 -0.5097 -1.4236 -4.9380
H21 0.1683 -5.0620 2.8738
As3 -2.1266 1.9669 -2.8252
H22 0.2774 1.0974 -5.4022
H23 2.4726 -1.6704 4.0316
C19 0.4941 0.7869 -4.3852
O2 -1.1637 2.8359 0.5701
C20 -2.0363 3.3972 -4.1691
H24 -0.9040 -1.5788 -2.2675
C21 1.2358 -3.3562 3.6627
H25 -2.4363 4.2698 -3.6841
C22 -1.5556 3.1729 6.2577
N2 0.3750 0.6269 2.3338
C23 0.6634 1.7614 2.9419
H26 1.5770 -0.9882 0.8998
Ga1 -1.4885 1.0759 1.3610
H27 -0.3448 -4.5074 -4.0911
C24 -0.4884 -0.2715 -3.9007
H28 1.1183 3.6399 1.9975
Cl1 -2.6210 3.4335 0.5441
H29 -1.3291 -2.0641 -4.6799
H30 2.4370 1.3431 -0.3921
H31 4.0045 -4.2184 1.0601
O3 -3.4726 2.2931 0.4379
O4 -2.8177 4.1301 1.7648
H32 -0.6583 -0.9992 -5.9066
H33 -4.4118 1.2477 -1.9613
H34 -2.1652 0.5739 -4.9559
H35 4.1768 -2.1424 2.4435
H36 0.4986 1.6721 -3.7410
C25 -0.0255 2.1455 4.1548
H37 2.5523 -1.5170 -3.4604
H38 1.3703 -4.9688 -4.0468
H39 -4.5579 1.9429 -3.6051
C26 2.1062 -4.7608 1.9415
H40 -2.6029 -0.3854 -3.5550
C27 3.2292 -3.9638 1.7817
O5 -2.6440 4.3151 -0.5550
H41 2.0265 2.2824 1.3518

Computed properties:
- Relative energy (zero: lowest compared OMol25 entry of this formula, charge and spin): 86.23 kJ/mol
- Kohn-Sham gap: 7.5 eV
- Strongest force on any atom: 2.6 eV/Å
- M: 867.71 g mol⁻¹

Mulliken atomic charge list, values in e, 8 entries: 0.7848 -1.9933 -1.4981 0.4104 -0.1526 0.6023 0.3769 -0.6009


(2)
ORCA calculation (ωB97M-V/def2-TZVPD) on 2 unconnected molecules or ions with the total composition C2H4ClNOS2 in a non-equilibrium geometry.

Cartesian coordinates (Å):
C1 0.1971 -0.0646 -0.1300
C2 -0.0467 -0.6770 1.1624
H1 0.9076 -1.6558 3.1071
S1 -1.4974 -0.4062 1.9422
H2 -0.4945 1.5734 -1.1504
Cl1 -0.6059 -1.3587 -2.2447
N1 -0.6843 0.9115 -0.4510
H3 -1.6609 0.9061 -0.2582
H4 1.8426 0.4248 -1.1128
S2 1.2467 -1.7619 1.7853
O1 1.4782 -0.1453 -0.4501

Computed properties:
- Relative energy (zero: lowest compared OMol25 entry of this formula, charge and spin): 130.33 kJ/mol
- Kohn-Sham gap: 6.2 eV
- Strongest force on any atom: 3.9 eV/Å
- M: 157.65 g mol⁻¹

Mulliken atomic charge list, values in e, 8 entries: 0.3360 0.3233 0.1698 -0.2164 0.2107 -0.5638 -0.2734 0.2050


(3)
ORCA calculation (ωB97M-V/def2-TZVPD) on a gas-phase ion, C8H18ClN5 (charge +2) in a non-equilibrium geometry.

Cartesian coordinates (Å):
H1 1.6598 0.2229 -1.0353
C1 -0.6247 -1.6508 0.4488
H2 1.8622 -1.4377 1.5997
N1 -2.0958 -1.4080 0.6088
H3 -1.1710 3.7759 0.3347
C2 -1.4075 2.9990 1.2227
H4 0.6780 -3.2857 0.4622
H5 -0.9310 0.9329 1.5419
H6 2.1698 -2.7007 -0.7461
H7 -2.4859 -2.1469 1.1123
H8 -1.5580 2.0415 -2.5942
H9 -2.4589 2.9017 1.3255
C3 1.7548 -1.9505 -1.3917
N2 -1.0806 2.0360 -1.6514
H10 -0.3665 2.8196 -1.4839
H11 -0.9290 3.1779 2.1665
N3 -0.2537 -2.8948 0.7253
H12 2.3141 0.4199 1.1315
H13 3.3374 -0.9205 0.5625
C4 2.2602 -0.7065 0.8265
N4 -2.4319 0.3372 -0.8431
H14 0.2835 1.7427 0.3452
Cl1 -4.4373 -1.1918 -0.3802
H15 0.8286 -2.3463 -1.9937
C5 -1.4267 1.2685 -0.6240
H16 -0.6268 -3.6049 1.3834
C6 -2.8527 -0.6858 -0.0923
H17 -3.0815 0.7273 -1.5089
N5 0.0010 -0.6905 -0.0803
H18 2.3940 -1.4832 -2.1286
C7 1.4164 -0.7734 -0.5266
C8 -0.7871 1.6999 0.6914

Computed properties:
- Relative energy (zero: lowest compared OMol25 entry of this formula, charge and spin): 165.21 kJ/mol
- Kohn-Sham gap: 8.2 eV
- Total charge: +2
- Strongest force on any atom: 4.2 eV/Å
- M: 219.72 g mol⁻¹

Mulliken atomic charge list, values in e, 8 entries: 0.2892 0.4608 0.2572 -0.0160 0.2473 -1.0347 0.1885 0.2952


(4)
ORCA calculation (ωB97M-V/def2-TZVPD) on a single C2H2O2S molecule in a non-equilibrium geometry.

Cartesian coordinates (Å):
H1 0.3982 -1.6682 0.2483
O1 0.1806 1.8636 -0.0805
S1 1.2866 -0.6283 -0.0026
C1 -1.3624 0.1065 0.0900
H2 -2.1908 0.7916 0.2442
O2 -1.5219 -1.1033 -0.1094
C2 0.0186 0.7014 0.0881

Computed properties:
- Relative energy (zero: lowest compared OMol25 entry of this formula, charge and spin): 49.12 kJ/mol
- Kohn-Sham gap: 9.2 eV
- Strongest force on any atom: 3.5 eV/Å
- M: 90.10 g mol⁻¹

The computed Mulliken charges, all in e, follow: 0.1986 -0.4258 -0.2087 0.1175 0.3565 -0.4754 0.4372


(5)
ORCA calculation (ωB97M-V/def2-TZVPD) on a molecular structure, C32H48BF7IrN6O5P2S3 in a non-equilibrium geometry.

Cartesian coordinates (Å):
C1 1.6904 -2.8878 -4.7834
H1 -1.6985 1.5587 -2.7350
H2 6.5240 1.9206 0.4797
C2 -2.4684 4.1124 0.9765
C3 -4.7369 -1.9060 3.1349
O1 -0.5741 -3.1677 -3.9212
C4 1.7641 4.3998 0.8393
H3 -2.5570 -2.2037 2.9772
S1 2.1472 2.5412 -3.6663
C5 2.0497 -1.0337 -3.4561
H4 -6.3362 -0.4276 3.3090
H5 -3.9636 3.6216 2.4605
O2 3.0033 3.4860 -1.0255
H6 -3.2292 4.5383 0.3266
N1 -1.8175 2.0036 1.8498
H7 -1.2516 2.6222 -0.0747
H8 -4.6053 0.9304 1.5273
H9 2.9170 5.4340 -0.6591
H10 -3.2180 -5.7157 0.4393
H11 0.8260 0.4413 1.5894
H12 0.0788 -3.0648 1.1482
N2 -3.1919 -0.2419 2.6197
C6 3.9857 0.7388 0.6957
C7 3.1839 -3.8880 -6.3258
C8 -1.9858 2.9150 2.9661
H13 -1.2547 -5.0680 1.8187
H14 -5.9735 -0.9372 1.6546
P1 2.6178 2.0979 -1.7608
S2 -2.4150 -1.8641 -2.5207
C9 -1.5287 -4.4912 0.9510
H15 4.6472 0.4421 1.5043
H16 -1.5818 0.4318 4.6493
C10 2.6550 -1.9245 -4.4797
P2 -1.8003 0.3410 1.8672
C11 -5.5361 -0.7047 2.6261
C12 3.8932 -1.9388 -5.0815
C13 -2.9571 -4.0786 -0.9244
F1 2.8799 -3.1261 -1.8006
H17 1.2692 5.3026 1.1852
H18 -2.3730 2.4013 3.8462
F2 1.6341 -1.7913 -0.4313
H19 3.4033 -4.6559 -7.0531
C14 -2.1528 -2.9684 -1.2284
H20 -4.6383 -1.8713 4.2203
H21 1.1906 -4.6216 -5.9436
H22 0.3239 4.0471 -1.4685
C15 1.9346 -3.8777 -5.7082
H23 5.3630 0.1941 -0.8483
Ir1 -0.2563 -0.6848 -1.4271
C16 4.1462 -2.9411 -6.0164
H24 -4.5936 1.1531 3.2873
O3 4.0180 1.4187 -1.6681
C17 4.8170 1.0864 -0.5227
N3 -0.6476 -0.2747 2.8967
H25 -1.5768 4.7375 0.9287
H26 6.2890 2.5106 -1.1723
H27 2.6241 4.2090 1.4770
H28 3.3932 1.5956 1.0115
H29 0.4818 0.8187 5.7694
H30 -2.8702 4.9195 2.9727
F3 -3.8766 -4.7094 -3.0260
H31 -0.1352 1.5999 -3.2987
H32 -1.0718 -1.2590 4.7029
C18 1.2653 0.8122 3.7162
H33 4.6366 -1.1992 -4.8329
H34 5.2406 3.0947 0.1231
O4 -1.6264 -0.1274 0.4719
H35 -3.4008 -1.9831 1.4313
S3 1.0305 1.4035 -0.6271
C19 -0.7844 -3.3764 0.5824
C20 -2.1202 2.6777 0.5851
H36 1.1383 -0.7257 5.2197
H37 3.3301 -0.0974 0.4744
H38 1.3692 4.9786 -2.5519
H39 -1.2200 0.5267 -3.9334
H40 1.2828 -0.9991 2.5303
C21 -2.6235 -4.8500 0.1803
N4 0.7819 -1.4678 -3.2180
C22 -4.1650 -4.4026 -1.7604
H41 -2.9558 2.1801 0.0858
C23 0.5770 0.1567 4.9111
N5 -0.9290 0.9949 -3.0810
C24 0.7505 -0.0432 2.5622
F4 3.6954 -2.4918 0.2210
C25 0.4903 -2.5792 -3.9431
C26 -0.7923 -0.2604 4.3520
C27 -4.4921 0.4142 2.4857
C28 -3.3791 -1.6812 2.4874
H42 0.9167 1.8402 3.5989
F5 -5.0473 -3.3855 -1.7916
N6 -1.0926 -2.6592 -0.4753
F6 -4.8457 -5.4534 -1.2641
H43 5.1081 -2.9822 -6.5074
H44 0.5410 5.7888 -1.2153
H45 2.3508 0.8082 3.7966
O5 2.5341 -0.0473 -2.9283
F7 1.9888 -3.9687 0.1014
B1 2.5935 -2.8885 -0.4862
C29 1.0333 4.8695 -1.5237
H46 -5.1816 -2.8564 2.8473
H47 -1.0216 3.3744 3.2224
C30 -2.9349 3.9821 2.4255
C31 5.7830 2.2308 -0.2520
C32 2.2139 4.5920 -0.6063
H48 1.0826 3.5547 0.9050

Computed properties:
- Expectation value of S²: 8.78
- Relative energy (zero: lowest compared OMol25 entry of this formula, charge and spin): 130.98 kJ/mol
- Kohn-Sham gap (alpha / beta): 7.2 / 4.3 eV
- Spin multiplicity: 6
- Strongest force on any atom: 2.7 eV/Å
- M: 1090.94 g mol⁻¹

Mulliken atomic charge list, values in e, 8 entries: -0.0517 0.2195 0.4713 -0.7767 -0.8396 -0.7516 -0.6192 0.1892


(6)
ORCA calculation (ωB97M-V/def2-TZVPD) on 2 unconnected molecules or ions with the total composition C4H10OS4 in a non-equilibrium geometry.

Cartesian coordinates (Å):
H1 -0.4436 3.5577 0.0586
C1 0.1517 -1.9534 1.6325
H2 -0.8616 -1.3371 -1.1899
S1 -1.5507 -0.0889 2.4250
H3 0.3360 -1.8209 2.7135
H4 1.1300 -1.9454 1.0980
H5 -1.0838 1.2844 -1.4801
H6 -0.0944 2.5201 -2.1705
C2 -0.8560 -0.9680 1.1409
S2 2.2726 1.8892 -0.0263
S3 -0.4058 2.6054 0.9388
C3 -0.0460 1.5972 -1.6755
H7 -0.3557 -2.9374 1.4262
C4 0.4971 1.3492 -0.2646
H8 2.6068 1.5088 -1.3064
H9 0.5271 0.9189 -2.2521
H10 -2.2757 0.6384 1.7689
O1 0.5481 0.0909 0.1643
S4 -1.9454 -1.3037 -0.3140

Computed properties:
- Relative energy (zero: lowest compared OMol25 entry of this formula, charge and spin): 108.22 kJ/mol
- Kohn-Sham gap: 7.9 eV
- Strongest force on any atom: 4.5 eV/Å
- M: 202.39 g mol⁻¹

Mulliken atomic charge list, values in e, 8 entries: 0.1119 -1.2938 0.1752 -0.1206 0.3974 0.2682 0.3617 0.3761


(7)
ORCA calculation (ωB97M-V/def2-TZVPD) on a molecular structure, C6H11N3 in a non-equilibrium geometry.

Cartesian coordinates (Å):
H1 0.5051 2.5668 1.1690
N1 -0.0145 1.0018 -0.7777
H2 -0.7752 -3.3033 1.3361
H3 0.5964 -2.3305 1.6291
C1 0.4304 -0.7609 -0.4856
N2 -1.6757 -2.0494 -0.5495
N3 -0.0881 -2.6615 0.9718
C2 -0.5296 -1.8276 -0.0305
H4 2.3766 0.1040 -0.3000
C3 -0.7781 1.9708 -0.4311
H5 -0.4954 -0.2089 -2.5112
C4 1.7938 -0.6942 0.1535
H6 -1.2121 2.8390 1.4875
H7 -1.8420 -1.4606 -1.3608
C5 0.1116 -0.0009 -1.6374
H8 -0.3385 3.9140 0.4026
H9 2.3183 -1.6416 0.0036
C6 -0.4396 2.8697 0.7147
H10 -1.6808 2.1705 -1.0122
H11 1.7374 -0.4973 1.2280

Computed properties:
- Relative energy (zero: lowest compared OMol25 entry of this formula, charge and spin): 359.03 kJ/mol
- Kohn-Sham gap: 7.6 eV
- Strongest force on any atom: 1.7 eV/Å
- M: 125.17 g mol⁻¹

Mulliken atomic charge list, values in e, 8 entries: 0.2398 -0.0714 0.2893 0.1971 1.0660 -0.8397 -0.4097 0.4318


(8)
ORCA calculation (ωB97M-V/def2-TZVPD) on a single C2H3NP2 molecule in a non-equilibrium geometry.

Cartesian coordinates (Å):
H1 2.4602 1.4847 -1.1120
P1 -0.5539 -0.9507 -0.1396
C1 2.1011 0.6580 -0.4214
C2 -1.5721 -0.3450 1.0232
N1 1.8402 0.6027 0.8509
H2 -1.6468 0.6740 1.0311
H3 -0.6314 -2.4068 0.2225
P2 1.6154 -0.9763 0.1872

Computed properties:
- Relative energy (zero: lowest compared OMol25 entry of this formula, charge and spin): 459.07 kJ/mol
- Kohn-Sham gap: 7.3 eV
- Strongest force on any atom: 3.2 eV/Å
- M: 103.00 g mol⁻¹

The computed Mulliken charges, all in e, follow: 0.3267 -0.1175 0.0175 -0.3011 -0.3438 0.2250 0.0608 0.1323